# C20H37HgN2O2P2Si

C20H37HgN2O2P2Si as an isolated structure in a non-equilibrium geometry (ωB97M-V/def2-TZVPD, the OMol25 dataset).

```
65
Properties=species:S:1:pos:R:3:forces:R:3
Hg -0.115958 -1.176654 -0.251944 0.4 0.1 -0.2
P -2.396064 -0.298164 -0.787243 1.2 0.0 -1.4
C -2.097823 0.105425 -2.470985 -0.3 0.3 0.0
C -0.829145 0.597830 -2.904386 0.2 -0.1 0.6
N 0.288454 0.306565 -2.151759 -0.6 -0.3 -0.1
C 1.497051 0.710400 -2.526420 0.2 0.8 -0.5
C 1.699370 1.485793 -3.672274 0.2 -0.4 0.6
C 0.592065 1.821153 -4.453867 -0.6 -0.5 0.2
C -0.669545 1.377746 -4.082685 0.4 0.0 -0.1
C 2.695389 0.381557 -1.648589 0.1 -0.1 -0.2
P 2.459256 -1.119090 -0.589746 -0.8 0.8 -0.3
H -1.555854 1.594560 -4.679872 0.3 0.0 0.2
H 2.709023 1.796565 -3.929730 -0.2 0.0 0.0
H 0.736553 2.383455 -5.369185 -0.1 0.1 0.1
H 3.532228 0.192054 -2.340807 0.0 0.2 0.4
H 2.915934 1.272639 -1.025827 0.1 -0.6 -0.2
H -2.075370 -1.935813 -3.897003 0.3 -0.8 0.2
H -2.935341 0.382259 -3.125322 0.1 -0.3 0.4
H -0.775506 -3.987119 -2.818933 0.2 -0.2 0.8
O -1.875572 -2.896822 -4.005119 -0.7 0.7 -0.8
H -2.368061 -3.161016 -4.813128 0.5 0.2 0.8
H -0.347413 -2.861527 0.018296 -0.1 0.5 0.2
O -0.477332 -4.316868 -1.935589 1.2 0.4 -0.7
H 0.507514 -4.195231 -1.917775 -1.5 -0.3 -0.2
C 2.893568 -2.513638 -1.662720 0.4 -0.3 0.1
H 3.939056 -2.440713 -1.997404 -0.3 -0.1 0.1
H 2.773881 -3.436866 -1.070912 0.0 0.3 -0.3
H 2.238527 -2.557253 -2.548783 0.2 0.1 0.4
C 3.657843 -1.027993 0.760636 0.5 -0.2 0.1
H 3.571401 -1.957099 1.345860 0.1 0.3 -0.1
H 4.687798 -0.953890 0.374817 -0.3 0.0 0.2
H 3.461615 -0.168160 1.421202 -0.1 -0.3 -0.3
C -3.013320 1.093465 0.187004 -0.3 0.1 0.5
H -4.035514 1.336510 -0.146973 0.3 -0.1 0.1
H -3.036646 0.792118 1.244113 -0.1 0.2 -0.2
H -2.385941 1.989810 0.087249 -0.1 -0.5 -0.1
C -3.429894 -1.738931 -0.505135 -0.6 0.3 0.1
H -3.528523 -1.816373 0.589133 -0.1 -0.2 -0.4
H -4.416957 -1.578779 -0.962297 0.2 -0.2 0.2
H -2.945283 -2.636035 -0.911846 -0.1 0.3 0.1
C 0.488211 3.128931 0.005255 0.0 -0.2 0.1
Si 0.281448 2.460722 1.757562 -0.5 0.7 -0.3
C 1.894817 2.654830 2.717906 -0.1 -0.3 0.1
C -1.120613 3.461023 2.507920 0.1 0.1 0.2
N -0.123554 0.746513 1.733112 1.2 -0.7 0.3
C -0.333110 -0.061681 2.789594 -0.4 0.0 0.4
C 0.405111 -1.291177 2.970171 -0.2 -0.2 -0.1
C 0.100711 -2.181862 3.994407 0.3 0.3 -0.1
C -0.846364 -1.838142 4.963185 -0.3 -0.2 -0.2
C -1.563068 -0.644446 4.845911 -0.1 0.3 -0.2
C -1.339135 0.220550 3.784362 0.3 0.0 0.3
H 0.655982 4.219873 0.051420 -0.1 -0.4 0.0
H -0.413338 2.953162 -0.602238 0.3 0.0 0.1
H 1.346389 2.676454 -0.509291 -0.2 0.2 0.0
H 2.202134 3.705795 2.829592 -0.2 -0.3 -0.1
H 1.782130 2.232242 3.729064 0.1 0.1 -0.3
H 2.709062 2.121998 2.201945 -0.2 0.1 0.2
H -2.055893 3.315326 1.943957 0.3 0.1 0.2
H -1.285756 3.187159 3.560373 0.0 0.2 -0.3
H -0.861463 4.531342 2.469653 -0.1 -0.3 0.1
H 1.258128 -1.497803 2.312174 -0.5 0.1 0.1
H 0.610442 -3.149206 4.053051 0.0 0.5 0.0
H -1.078544 -2.521557 5.781100 0.2 0.2 -0.2
H -2.333371 -0.415157 5.582357 0.2 0.0 -0.2
H -1.925837 1.139272 3.703422 0.2 -0.4 -0.1
```
Positions in Å, forces in eV/Å.

Values from the calculation:
**E_LUMO (alpha / beta)**: -5.0 / -4.7 eV
**Net charge**: +1
**E_HOMO (alpha / beta)**: -0.3531 / -0.3607 Eh

=====

# C20H37N2O13P3V

C20H37N2O13P3V as an isolated structure in a non-equilibrium geometry (ωB97M-V/def2-TZVPD, the OMol25 dataset).

```
76
Properties=species:S:1:pos:R:3:forces:R:3
V 1.589303 0.012540 0.748125 0.3 1.4 -0.1
N 0.796480 0.709758 2.715527 0.0 -0.2 -0.1
C 1.430592 0.610281 4.039061 0.0 -0.1 -0.1
C 2.433313 1.724995 4.351698 -0.1 0.2 -0.1
C 3.910339 1.472840 4.074151 0.0 -0.1 0.0
N 4.175890 1.096197 2.703490 -0.1 0.0 0.0
H 0.385799 1.626726 2.568634 0.1 0.0 0.0
H 0.017262 0.038387 2.671209 -0.1 0.0 0.0
H 1.912793 -0.367591 4.101500 0.0 0.0 -0.1
H 0.651922 0.647401 4.808875 0.0 -0.1 0.0
H 2.356995 1.940470 5.422865 0.0 0.1 0.0
H 2.119196 2.634182 3.822808 0.0 0.0 0.0
H 4.241453 0.654775 4.724215 0.0 0.0 0.0
H 4.459592 2.373458 4.395718 0.0 0.0 0.1
H 5.154179 0.901438 2.541130 0.0 0.0 0.0
H 3.864755 1.783175 2.025027 -0.1 0.0 0.0
C 1.698758 1.193080 -3.183917 0.0 0.0 -0.1
C 1.351211 2.320339 -2.227586 0.1 0.1 0.2
O 1.075657 3.519790 -2.983638 -0.1 0.0 0.0
P -0.172938 1.942824 -1.282401 0.0 -0.2 0.5
O -1.010802 0.904339 -2.137438 -0.1 0.0 0.1
O -1.046667 3.266875 -1.365959 0.0 -0.1 -0.1
O 0.055368 1.537176 0.131366 -0.3 -0.4 -0.5
P 2.763351 2.750235 -1.043155 -0.2 -0.2 0.0
O 4.065466 2.242007 -1.841934 0.2 0.0 -0.2
O 2.738980 4.243993 -1.058757 0.1 -0.1 0.1
O 2.678073 1.947191 0.224034 -0.1 -0.1 0.1
H 0.838315 0.951052 -3.810245 0.0 0.0 0.0
H 2.011429 0.294482 -2.647322 0.0 0.1 0.0
H 2.519353 1.535886 -3.814212 0.0 -0.1 0.0
H 1.573760 4.201311 -2.480310 0.1 0.1 0.0
H -0.679085 -0.017281 -2.014990 0.1 -0.1 0.0
H -0.755704 3.742160 -2.163571 0.1 0.1 0.0
H 4.174714 1.291153 -1.692637 0.0 -0.1 0.1
O 4.106102 -3.078386 1.308827 0.1 0.1 -0.1
C 3.445908 -2.136605 0.911086 -0.6 0.4 0.2
O 2.492306 -1.532146 1.565023 0.8 -0.8 -0.1
C 3.625677 -1.555784 -0.554015 -0.5 0.0 0.1
O 4.513394 -1.934984 -1.302082 0.1 0.0 0.1
O 2.691896 -0.712695 -0.874067 0.3 -0.2 0.0
C -5.229053 1.096670 -2.307124 0.0 0.0 0.0
C -4.564794 0.502003 -1.093813 0.0 -0.1 0.0
C -4.014947 1.307718 -0.112232 0.0 0.0 0.1
C -3.330316 0.772929 0.979989 0.0 0.0 0.0
C -2.740087 1.693218 2.018181 0.0 0.0 0.0
C -3.187907 -0.607039 1.081898 -0.1 -0.1 -0.2
C -3.791868 -1.443168 0.135512 0.0 0.0 0.0
C -3.735912 -2.937674 0.318352 0.0 0.0 0.0
C -4.460864 -0.879177 -0.941766 0.0 0.0 0.0
C -2.372776 -1.213930 2.211179 0.5 0.1 0.1
O -2.973776 -1.506996 3.255239 -0.1 -0.1 0.1
O -1.133845 -1.327231 1.969640 -0.3 0.1 0.0
H -5.413331 2.163107 -2.169037 0.0 0.0 0.0
H -6.185020 0.612561 -2.522581 0.0 0.0 0.0
H -4.598246 0.986946 -3.193357 0.0 0.0 0.0
H -4.097378 2.387338 -0.204074 0.0 0.0 0.0
H -3.417135 2.527944 2.215840 0.0 0.0 0.0
H -1.791126 2.102879 1.669411 0.0 0.0 -0.1
H -2.562216 1.166784 2.955559 0.0 0.0 0.0
H -2.707722 -3.295480 0.341104 0.1 0.0 0.0
H -4.264736 -3.449735 -0.487959 0.0 0.0 0.0
H -4.182407 -3.220569 1.273644 0.0 0.0 0.0
H -4.908900 -1.532812 -1.687127 0.0 0.0 0.0
C -1.339554 -2.873199 -2.781127 0.0 -0.2 -0.1
P 0.190163 -2.232190 -1.983730 -0.3 0.2 0.2
C 0.234293 -3.257230 -0.465864 0.0 0.0 0.1
C 1.441718 -3.103737 -2.984166 0.2 0.0 -0.2
H -1.344478 -3.966829 -2.843581 0.0 0.0 0.0
H -1.427366 -2.458924 -3.788685 0.0 0.0 0.0
H -2.210126 -2.548022 -2.213527 -0.1 0.0 0.1
H -0.173152 -4.251393 -0.676127 0.0 0.0 0.0
H -0.319104 -2.786746 0.349829 -0.1 0.0 0.0
H 1.264096 -3.367617 -0.121033 0.0 0.0 -0.1
H 1.308338 -4.184708 -2.884069 0.0 0.0 0.0
H 2.445233 -2.826781 -2.655468 0.0 0.0 0.0
H 1.339942 -2.823974 -4.035081 0.0 0.0 0.0
```
Positions in Å, forces in eV/Å.

Values from the calculation:
**E_LUMO (alpha / beta)**: 4.5 / 4.5 eV
**Spin multiplicity**: 4
**Net charge**: -2
**E_HOMO (alpha / beta)**: -0.0589 / -0.1161 Eh

=====

# C20H38AlGeN4O3S3Se

C20H38AlGeN4O3S3Se as an isolated structure in a non-equilibrium geometry (ωB97M-V/def2-TZVPD, the OMol25 dataset).

```
71
Properties=species:S:1:pos:R:3:forces:R:3
Al 14.328917 13.386233 6.853885 1.2 -0.1 0.6
C 14.803822 20.411555 9.285449 0.8 0.6 -1.1
C 15.334304 19.190514 8.514483 2.3 0.9 -0.5
N 14.482095 18.046817 8.604296 0.1 -2.0 0.2
C 14.688786 16.896066 7.862433 -0.5 0.4 1.6
S 14.201358 15.412746 8.593119 0.3 0.0 -1.0
N 15.210906 16.997004 6.625330 -0.1 -0.6 0.1
C 14.637942 17.950694 5.696388 -1.0 1.2 -0.7
C 15.155160 17.827196 4.238133 0.8 -0.1 0.6
H 14.924710 21.302083 8.652594 -0.4 -0.2 -0.1
H 15.588805 20.627835 10.041081 -1.5 -0.2 0.5
H 13.723878 20.335581 9.520427 0.9 0.0 0.5
H 16.366417 19.025138 8.961825 -1.1 -0.5 -0.5
H 15.576687 19.343938 7.443683 -0.3 0.5 1.0
H 14.210203 17.878557 9.582876 -0.2 -0.3 -0.9
H 15.420339 16.099733 6.186325 -0.2 0.3 0.3
H 14.742803 18.984341 6.104127 0.3 -0.9 -0.8
H 13.514345 17.853064 5.672878 0.9 -0.3 0.0
H 16.201900 17.443830 4.065843 -0.8 0.7 0.8
H 15.055824 18.830798 3.834092 0.1 -0.1 -0.4
H 14.575506 17.128706 3.655823 -0.6 -0.1 -0.1
Se 11.235883 15.495065 4.994800 0.2 0.1 0.6
C 11.930817 14.345627 6.029999 0.2 -1.3 -0.5
N 12.443872 13.351537 6.566396 -1.1 1.8 -0.3
C 18.940048 14.473052 4.937837 -0.3 0.1 0.1
O 17.515793 14.365983 4.488715 0.1 -0.9 1.6
C 16.534061 14.017059 5.347234 1.8 0.1 -0.7
S 16.747218 13.629938 6.997630 -0.1 0.2 -1.0
S 14.988047 13.979259 4.632031 -0.3 0.1 0.7
H 18.965742 15.249264 5.706739 0.1 0.0 -0.3
H 19.473797 14.750313 4.028125 -0.2 0.2 0.2
H 19.462935 13.579538 5.346224 -1.2 0.1 -0.3
O 15.120586 9.325716 5.000362 -0.3 0.1 0.2
C 14.973237 9.711579 6.128362 1.4 -1.1 0.6
C 15.610679 8.982243 7.408069 -0.1 1.3 -0.6
C 15.171273 9.898100 8.598556 -0.3 0.3 -2.0
C 14.513217 11.099870 7.829567 1.1 -0.9 -1.0
O 14.313689 12.284253 8.333109 -0.1 -1.1 -0.5
N 14.383938 10.920606 6.495119 0.0 1.4 2.6
H 16.725417 9.041572 7.289563 -1.0 -0.2 -0.1
H 15.302539 7.928225 7.468488 0.1 0.5 0.0
H 16.058841 10.273229 9.103848 -0.4 0.0 0.5
H 14.456095 9.369704 9.219445 0.0 0.3 0.5
C 6.247364 12.484199 5.287963 -0.2 -0.2 3.0
C 7.277158 12.190096 6.455328 -1.8 0.2 0.6
C 8.591404 12.926443 6.404677 -0.8 2.9 -0.6
C 9.563551 12.640966 7.580266 -2.1 -0.9 -0.8
Ge 11.226337 11.882107 6.982973 -0.3 -1.7 0.4
C 11.227141 10.858927 5.314570 -0.4 0.3 -0.2
C 10.736966 9.396690 5.406252 0.0 -1.0 0.7
C 11.917080 8.346107 5.386981 -0.9 0.6 1.7
C 11.538710 6.923751 5.040822 -0.9 -0.9 -1.5
H 5.389068 11.778397 5.403507 0.6 0.6 -0.2
H 6.712159 12.344923 4.357543 0.5 -0.1 -1.4
H 5.888419 13.507573 5.427583 -0.1 -0.1 -0.4
H 7.365460 11.122312 6.498766 0.6 -0.8 0.0
H 6.819400 12.452852 7.465453 0.2 -0.2 -1.2
H 8.273555 14.015738 6.493416 0.4 -0.9 0.1
H 8.970578 12.986987 5.375014 0.5 -0.8 0.2
H 8.936550 11.882830 8.169093 1.6 0.9 -0.2
H 9.677915 13.549390 8.157914 0.2 -0.1 0.4
H 11.732592 11.095117 8.207924 0.5 0.2 -0.2
H 12.233301 10.821923 4.928358 0.5 0.3 0.0
H 10.671029 11.482489 4.586208 0.0 -0.5 0.3
H 10.006613 9.185321 4.617969 0.2 0.0 0.0
H 10.203048 9.173176 6.371237 0.2 0.4 -0.8
H 12.307358 8.380196 6.435499 0.0 -0.2 -0.6
H 12.746502 8.624367 4.792415 0.6 0.7 -0.9
H 11.149293 6.348370 5.895398 0.1 0.2 -0.4
H 12.380975 6.377085 4.566281 -0.2 0.3 0.8
H 10.779315 6.875835 4.190594 0.6 0.3 1.2
```
Positions in Å, forces in eV/Å.

Values from the calculation:
**E_LUMO**: -3.5 eV
**Net charge**: +1
**E_HOMO**: -0.4378 Eh

=====

Total energy (computed, a.u.): -2169.6258 -3840.5052 -7144.8513
Relative energy (zero: lowest compared OMol25 entry of this formula, charge and spin) (computed, kcal per mole): 9.9 34.8 28.2